#a
C5H11N3 | ωB97M-V with the def2-TZVPD basis set

Structure (XYZ):
```
19
Properties=species:S:1:pos:R:3:nbo_charge:R:1
C 0.4260 -0.8543 1.4865 -0.459
C -1.3212 1.6838 -0.8622 -0.605
C 0.2763 -1.2436 0.0624 0.348
C 0.1915 0.5414 0.9062 0.016
N 1.2097 -1.9460 -0.6627 -0.819
N 1.2702 1.3853 0.4504 -0.842
C -1.0862 0.5484 0.1126 -0.077
N -0.8037 -0.7443 -0.6264 -0.652
H 1.2202 -1.8160 -1.6673 0.387
H 1.5525 -2.8106 -0.2728 0.390
H 1.5515 1.2570 -0.5252 0.338
H 2.1001 1.3063 1.0250 0.366
H -1.5286 -1.3955 -0.9211 0.358
H -0.3706 -1.2228 2.1357 0.202
H 1.4153 -1.0263 1.9066 0.228
H -1.9593 0.3967 0.7595 0.187
H -1.4141 2.6219 -0.3107 0.219
H -0.4897 1.7917 -1.5608 0.209
H -2.2399 1.5267 -1.4358 0.207
```

Results
HOMO level: -5.90 eV
gap between HOMO and LUMO: 6.84 eV

---

#b
C5H11N3 | ωB97M-V with the def2-TZVPD basis set

Structure (XYZ):
```
19
Properties=species:S:1:pos:R:3:nbo_charge:R:1
C 0.9803 -3.9278 0.8751 -0.103
C 1.1135 -2.9768 -0.1133 -0.120
N 0.4817 -1.8622 0.3793 -0.527
C 0.0012 -2.1717 1.6171 0.151
N 0.2876 -3.4207 1.9485 -0.459
H 1.3488 -4.9536 0.8679 0.208
H 1.5873 -2.9921 -1.0948 0.219
H 0.3881 -0.9614 -0.0964 0.430
H -0.5460 -1.4546 2.2291 0.196
C 0.4194 2.8388 -0.0561 -0.418
N -0.1961 2.0103 -1.0885 -0.630
C -1.6524 2.1015 -1.0446 -0.418
H 0.1543 2.4208 0.9296 0.190
H 0.0916 3.8913 -0.0916 0.166
H 1.5163 2.8079 -0.1679 0.203
H 0.1295 2.3301 -2.0096 0.352
H -2.0242 3.1384 -1.1011 0.166
H -2.0804 1.5279 -1.8839 0.203
H -2.0008 1.6538 -0.0987 0.190
```

Results
HOMO level: -8.67 eV
gap between HOMO and LUMO: 9.42 eV
SMILES: c1c[nH]cn1.CNC

---

#c
C5H11N3 | ωB97M-V with the def2-TZVPD basis set

Structure (XYZ):
```
19
Properties=species:S:1:pos:R:3:nbo_charge:R:1
H 1.3692 2.6274 0.6183 0.357
N 0.5484 1.9547 0.3434 -0.739
C 0.8478 0.7889 -0.0767 0.449
C 2.2131 0.1370 -0.4107 -0.286
N 2.0240 -1.1319 0.2129 -0.867
N -0.0886 -0.1517 -0.3733 -0.647
C -1.4841 0.0499 -0.2147 0.150
C -2.1177 1.2360 -0.1820 -0.494
C -2.1558 -1.3102 0.1092 -0.653
H 2.1519 0.1507 -1.4936 0.214
H 3.1692 0.8589 -0.2096 0.182
H 1.9403 -0.9839 1.3105 0.374
H 2.8322 -1.9285 0.2221 0.383
H 0.3205 -1.0742 -0.4815 0.436
H -3.2057 1.4085 0.3899 0.220
H -1.3603 2.1187 -0.3545 0.264
H -1.9861 -2.0714 -0.6523 0.215
H -1.7550 -1.5807 1.2879 0.216
H -3.2633 -1.0983 -0.0454 0.227
```

Results
HOMO level: -7.93 eV
gap between HOMO and LUMO: 8.68 eV
SMILES: [H]/N=C(\CN)NC(=C)C

---

#b ends up most stable, edging out the next structure by 0.0830 hartree.

---

#a
C5H11N3 | ωB97M-V with the def2-TZVPD basis set

Structure (XYZ):
```
19
Properties=species:S:1:pos:R:3:nbo_charge:R:1
H 3.6110 -1.0886 -0.1034 0.305
N 3.4867 -1.1837 0.9015 -0.689
C 2.3033 -0.8194 1.1864 0.278
N 1.2708 -0.5719 0.3786 -0.487
N 0.1754 0.1644 0.8251 -0.242
C -1.0436 -0.6461 0.7522 -0.265
C -0.8277 0.4296 -0.2398 0.063
C -1.5368 1.6540 0.0633 -0.604
C -0.7747 -0.0464 -1.6556 -0.634
H 2.1132 -0.8500 2.2630 0.172
H 1.4294 -0.2661 -0.5884 0.370
H -0.8669 -1.6182 0.2948 0.197
H -1.6698 -0.5957 1.5971 0.205
H -2.5783 1.3772 -0.2220 0.208
H -1.2395 2.5500 -0.5072 0.212
H -1.4108 1.9135 1.1425 0.237
H -0.3107 0.6907 -2.3396 0.215
H -0.2775 -0.9778 -1.7462 0.223
H -1.8536 -0.1155 -2.0024 0.236
```

Results
HOMO level: -8.51 eV
gap between HOMO and LUMO: 9.31 eV
SMILES: [H]/N=C\NN1CC1(C)C

---

#b
C5H11N3 | ωB97M-V with the def2-TZVPD basis set

Structure (XYZ):
```
19
Properties=species:S:1:pos:R:3:nbo_charge:R:1
C -0.0104 -1.1590 -1.4534 -0.263
C 0.9666 -0.0071 0.8096 -0.321
C 0.2465 0.2532 -1.1547 0.179
N 1.0930 -1.2627 1.4994 -0.871
N -1.9502 0.8534 0.7670 -0.789
C -1.3312 -0.2588 0.2780 0.270
C 0.5649 1.4876 -1.6068 -0.640
N -1.1558 -0.3114 -1.0836 -0.460
H 0.4078 -1.4062 2.2288 0.352
H 2.0186 -1.4453 1.8698 0.363
H -1.9249 0.9744 1.7689 0.386
H -1.7472 1.7041 0.2516 0.397
H -0.0186 -1.4238 -2.5043 0.219
H 0.3149 -1.9321 -0.7609 0.221
H 1.9280 0.2273 0.3608 0.189
H 0.6260 0.8663 1.3764 0.156
H -1.4065 -1.1691 0.8631 0.192
H -0.2115 2.1760 -1.9102 0.211
H 1.5901 1.8333 -1.5995 0.209
```

Results
HOMO level: -6.46 eV
gap between HOMO and LUMO: 7.32 eV

---

#a ends up most stable, edging out the next structure by 0.1049 hartree.

---

#a
C5H11N3 | ωB97M-V with the def2-TZVPD basis set

Structure (XYZ):
```
19
Properties=species:S:1:pos:R:3:nbo_charge:R:1
C -1.1382 -0.8461 0.2178 -0.038
C 1.0029 0.1219 0.0349 0.089
C -0.1800 1.7652 0.0687 -0.815
C 2.2407 0.3693 -0.7716 -0.651
N 0.1653 -0.8811 -0.4012 -0.602
N -1.0778 -1.2223 1.6083 -0.820
C -2.1262 -1.5355 -0.5838 0.248
N -2.9491 -2.0748 -1.1815 -0.310
H 0.1048 -0.9507 -1.4142 0.378
H -1.2500 0.3963 0.2272 0.266
H 1.1389 0.0687 1.1097 0.210
H -1.8325 -0.8130 2.1444 0.374
H -1.0607 -2.2273 1.7355 0.371
H 2.9941 -0.3971 -0.5779 0.232
H 0.6158 2.4073 0.4457 0.207
H -1.0341 2.0993 0.6610 0.220
H -0.3043 1.9961 -0.9906 0.202
H 2.0216 0.3907 -1.8398 0.209
H 2.6687 1.3332 -0.4926 0.230
```

Results
HOMO level: -8.89 eV
gap between HOMO and LUMO: 9.71 eV

---

#b
C5H11N3 | ωB97M-V with the def2-TZVPD basis set

Structure (XYZ):
```
19
Properties=species:S:1:pos:R:3:nbo_charge:R:1
C 0.6690 1.4260 -1.0337 -0.414
C -2.2426 -0.3342 0.4441 -0.424
N 0.7017 0.1063 -0.4169 -0.486
N -1.2100 0.3906 1.2025 -0.656
C 0.2967 -0.0324 0.9142 0.160
C 1.3961 -0.9164 -1.0183 0.304
C 0.7167 -0.5156 2.0632 -0.572
N 1.9758 -0.7826 -2.1450 -0.736
H -1.3693 1.3967 1.1915 0.392
H 2.3732 -1.6635 -2.4549 0.348
H 1.3541 -1.8360 -0.4288 0.168
H 1.3658 2.1054 -0.5347 0.200
H 0.9479 1.3354 -2.0806 0.249
H -0.3383 1.8456 -0.9700 0.179
H -2.1177 -0.1622 -0.6258 0.209
H -3.2393 -0.0211 0.7586 0.209
H -2.1169 -1.3977 0.6439 0.220
H -0.8747 -0.0355 2.2504 0.459
H 1.7121 -0.9088 2.2404 0.189
```

Results
HOMO level: -7.74 eV
gap between HOMO and LUMO: 8.41 eV

---

#c
C5H11N3 | ωB97M-V with the def2-TZVPD basis set

Structure (XYZ):
```
19
Properties=species:S:1:pos:R:3:nbo_charge:R:1
C 0.7815 -1.3638 -0.6252 -0.111
C -1.1222 0.2196 1.0650 -0.342
C -0.3306 -0.3338 -2.4416 -0.456
C 0.9147 1.6773 1.7028 -0.661
N -0.4424 -1.1919 -1.2922 -0.262
N -1.5985 -0.9291 0.4133 -0.454
C 0.4371 0.5221 0.8721 0.315
N 1.2101 -0.1054 0.1278 -0.447
H -1.4462 -1.7325 1.0286 0.339
H 0.6182 -2.1253 0.1535 0.184
H 1.6237 -1.5733 -1.2967 0.194
H -1.6121 1.1134 0.6541 0.196
H -1.2305 0.2042 2.1580 0.214
H -1.2972 -0.2594 -2.9393 0.210
H 0.4305 -0.7126 -3.1385 0.225
H -0.0065 0.6872 -2.1782 0.181
H 0.8893 1.4106 2.7617 0.222
H 0.2548 2.5348 1.5586 0.217
H 1.9263 1.9579 1.4162 0.236
```

Results
HOMO level (alpha / beta): -8.35 / -8.35 eV
gap between HOMO and LUMO (alpha / beta): 7.99 / 8.00 eV

---

#a ends up most stable, edging out the next structure by 0.0432 hartree.

---

#a
C5H12N4O | ωB97M-V with the def2-TZVPD basis set

Structure (XYZ):
```
22
Properties=species:S:1:pos:R:3:nbo_charge:R:1
H -0.5580 1.8873 -1.9893 0.347
N -0.7740 2.5122 -1.2078 -0.595
C -1.1209 1.8994 -0.1758 0.111
C -1.2352 0.3707 -0.0356 0.410
N -2.5811 0.0817 0.4105 -0.852
O -0.9485 -0.2645 -1.2395 -0.774
N -0.2382 -0.0053 0.9492 -0.438
C -0.4970 0.0336 2.1762 -0.039
H -1.3710 2.4573 0.7204 0.168
H -2.7166 -0.9250 0.3980 0.372
H -3.2468 0.4862 -0.2383 0.375
H 0.0619 -0.2039 -1.4004 0.502
H -1.4650 0.3186 2.5885 0.173
H 0.2892 -0.2361 2.8697 0.165
H 2.0380 1.0868 -1.4722 0.363
N 1.7087 0.1325 -1.3596 -0.682
C 2.2787 -0.5503 -0.4610 0.222
C 1.8862 -1.9628 -0.2217 -0.684
H 3.1315 -0.1903 0.1229 0.158
H 2.7582 -2.6102 -0.2801 0.224
H 1.4693 -2.0367 0.7809 0.239
H 1.1306 -2.2814 -0.9352 0.235
```

Results
HOMO level: -9.54 eV
gap between HOMO and LUMO: 10.45 eV
SMILES: [H]/N=C\[C@@](N)(O)N=C.[H]/N=C/C

---

#b
C5H12N4O | ωB97M-V with the def2-TZVPD basis set

Structure (XYZ):
```
22
Properties=species:S:1:pos:R:3:nbo_charge:R:1
C 0.7912 1.0885 -0.9780 0.142
C 1.3014 -1.2136 -0.3483 -0.620
C 0.8729 0.3464 1.5282 -0.626
C -2.4007 -1.0524 -0.3191 -0.442
C 1.4401 0.1584 0.0674 0.150
N -0.0298 2.0739 -0.9702 -0.281
N -1.1758 2.3615 -0.3617 -0.123
N -1.8941 1.2492 -0.1393 -0.060
N -1.5151 0.0586 -0.2873 -0.364
O 2.8118 0.5011 0.1774 -0.709
H 1.3620 1.0797 -1.9616 0.190
H 0.2186 -1.6326 -0.2042 0.231
H 1.9204 -1.8090 0.2778 0.202
H 1.5428 -1.4944 -1.4468 0.216
H 1.5977 0.8161 2.1376 0.225
H -0.0632 0.8923 1.3223 0.218
H 0.5880 -0.5435 2.1246 0.206
H -2.9167 -1.0457 -1.2793 0.203
H -1.7323 -1.9928 -0.2372 0.215
H -3.0995 -0.9975 0.6230 0.187
H -2.9379 1.4825 0.0054 0.368
H 3.3181 -0.3269 0.2692 0.470
```

Results
HOMO level (alpha / beta): -7.53 / -7.53 eV
gap between HOMO and LUMO (alpha / beta): 8.10 / 8.10 eV

---

#a ends up most stable, edging out the next structure by 0.1605 hartree.

---

#a
C6H10O3 | ωB97M-V with the def2-TZVPD basis set

Structure (XYZ):
```
19
Properties=species:S:1:pos:R:3:nbo_charge:R:1
C 0.9368 -1.5637 2.4453 -0.658
C 0.6261 -0.8346 1.1608 0.179
C -0.1586 0.3097 1.3367 0.063
O -0.9181 1.1543 0.4909 -0.535
C -0.9988 0.8349 -0.9221 0.370
C -1.4387 2.2114 -1.5281 -0.667
O 0.3839 0.4182 -1.4611 -0.559
C 0.6765 -1.0021 -1.3236 0.245
O 1.0704 -1.4987 -0.1190 -0.528
H 0.3946 -1.0513 3.3671 0.231
H 2.1035 -1.7913 2.7129 0.226
H 0.4409 -2.6386 2.5162 0.229
H -0.1916 0.5681 2.5350 0.215
H -1.7590 0.0746 -1.0974 0.167
H -2.3203 2.4932 -0.9160 0.234
H -0.5424 2.8178 -0.9001 0.244
H -1.5035 2.2150 -2.7367 0.247
H 1.5311 -1.3419 -2.0168 0.187
H -0.3012 -1.6691 -1.7648 0.108
```

Results
HOMO level: -8.43 eV
gap between HOMO and LUMO: 9.37 eV
SMILES: CC1=CO[C@@H](C)OCO1

---

#b
C6H10O3 | ωB97M-V with the def2-TZVPD basis set

Structure (XYZ):
```
19
Properties=species:S:1:pos:R:3:nbo_charge:R:1
C 0.8301 1.8959 -0.0350 -0.739
C 0.0371 0.8132 0.3294 0.139
C -1.4475 1.1025 0.2718 -0.155
C 0.5287 -0.5127 0.0484 -0.201
C -0.4066 -1.8956 0.5768 -0.065
C 1.9006 -1.0033 -0.3563 0.351
H 0.6921 2.2987 -1.0048 0.262
H 1.9261 1.6488 -0.2832 0.258
H 0.8783 2.9240 0.4935 0.261
H -1.7128 2.1902 0.0174 0.187
H -2.0693 0.9389 1.0943 0.224
H -0.4176 -0.0494 -1.7245 0.454
H -0.8051 -1.2134 1.5500 0.142
H 0.0417 -2.8008 1.2488 0.220
H -1.9085 -1.5201 -0.4027 0.523
H 2.0256 -2.1910 -0.2333 0.130
O -1.8944 0.2452 -0.8675 -0.743
O -1.2396 -2.3197 -0.4337 -0.730
O 3.0409 -0.5513 -0.2894 -0.519
```

Results
HOMO level: -9.44 eV
gap between HOMO and LUMO: 7.82 eV

---

#a ends up most stable, edging out the next structure by 0.1643 hartree.

---

#a
C2H3ClO3P | ωB97M-V with the def2-TZVPD basis set

Structure (XYZ):
```
10
Properties=species:S:1:pos:R:3:nbo_charge:R:1
C -0.5458 0.1089 0.1459 -0.091
C 0.9488 0.0133 0.4067 -0.556
O 2.3279 1.7974 2.0876 -1.069
O 0.2155 0.5953 3.0347 -1.060
O -0.7730 1.4660 0.0414 -0.889
P 1.0831 1.0344 1.9685 2.255
Cl 1.7525 -1.4388 0.8985 -0.086
H -0.8271 -0.3639 -0.7437 0.133
H -1.2640 -0.3553 0.8466 0.140
H 1.4534 0.2723 -0.4283 0.222
```

Results
HOMO level: -3.97 eV
net charge: -1
gap between HOMO and LUMO: 7.46 eV

---

#b
C2H3ClO3P | ωB97M-V with the def2-TZVPD basis set

Structure (XYZ):
```
10
Properties=species:S:1:pos:R:3:nbo_charge:R:1
C -1.8563 -0.0258 -0.8868 0.291
C 1.6499 -0.5512 0.9823 -0.996
O 1.3471 1.3210 -0.8973 -1.125
O -0.3739 1.3214 1.0640 -1.149
O -0.8085 -0.6254 -0.8013 -0.558
P 0.6328 0.6602 0.2411 2.173
Cl 2.7239 -1.4506 0.0071 -0.078
H -2.5257 -0.2847 0.0077 0.116
H -2.1395 0.7229 -1.6039 0.129
H 1.3501 -1.0877 1.8870 0.197
```

Results
HOMO level (alpha / beta): -2.70 / -2.70 eV
net charge: -1
gap between HOMO and LUMO (alpha / beta): 6.02 / 6.01 eV

---

#a ends up most stable, edging out the next structure by 0.0350 hartree.